No. 1
Molecular formula: CH5NS2
Method: DFT, wB97M-V/def2-TZVPD

Values from the calculation:
SMILES string: C=N.SS
Calculated total energy, eV: -24276.0124
Lowest unoccupied orbital energy, eV: -1.360
Net charge: 0
ΔE to the lowest compared entry with this formula, charge and spin, kJ/mol: 224.16
HOMO level, eV: -9.4859
F_max, eV/Å: 3.33

Cartesian coordinates (Å):
C (-0.7428, 1.3954, 0.3836)
N (-1.3304, 0.4006, 0.9012)
H (-0.2369, 2.2110, 0.9090)
H (-0.7861, 1.5046, -0.6957)
H (-1.7374, -0.2383, 0.2205)
S (1.5516, -2.2772, -1.2031)
S (1.6620, -0.1969, -0.0077)
H (0.3537, -1.5887, -1.3022)
H (1.2663, -1.2105, 0.7944)

These are the natural (NBO) partial charges, in e, on atoms 1 to 8: C -0.04; N -0.61; H 0.17; H 0.14; H 0.33; S -0.16; S -0.15; H 0.15

No. 2
Molecular formula: C22H57N3O10
Method: DFT, wB97M-V/def2-TZVPD

Values from the calculation:
SMILES string: COCCNCCOC.COCCNCCOC.COCCNCCOC.OCCO.OCCO
Calculated total energy, eV: -48676.2675
Lowest unoccupied orbital energy, eV: 0.526
Net charge: 0
ΔE to the lowest compared entry with this formula, charge and spin, kJ/mol: 182.21
HOMO level, eV: -8.8799
F_max, eV/Å: 3.04

Cartesian coordinates (Å):
C (-3.1490, -23.7700, 15.1600)
O (-1.7300, -23.9010, 15.1980)
C (-1.3400, -24.9990, 15.9850)
C (0.0610, -25.3920, 15.5340)
N (0.3860, -26.7260, 15.9340)
C (1.7850, -27.0170, 15.7270)
C (2.1400, -28.4570, 15.9530)
O (3.4760, -28.7920, 15.6330)
C (4.4790, -28.2190, 16.5150)
H (-3.5720, -23.3430, 16.1200)
H (-3.6770, -24.6900, 15.0820)
H (-3.4270, -23.1070, 14.3680)
H (-2.0130, -25.8070, 15.6870)
H (-1.3600, -24.8420, 17.1080)
H (0.8220, -24.7310, 15.9130)
H (0.2320, -25.3720, 14.4940)
H (-0.1880, -27.3620, 15.3220)
H (2.3260, -26.4140, 16.3760)
H (2.0880, -26.7610, 14.6870)
H (1.6120, -29.0870, 15.2120)
H (1.9250, -28.8270, 16.9780)
H (5.4230, -28.7490, 16.3250)
H (4.3200, -28.2040, 17.5550)
H (4.6090, -27.1870, 16.1970)
C (-4.0720, -17.8810, 17.3380)
O (-3.8470, -19.3310, 17.2740)
C (-3.7410, -19.9550, 18.4970)
C (-3.4740, -21.5030, 18.2550)
N (-3.0300, -22.1130, 19.5210)
C (-2.0050, -23.1050, 19.2900)
C (-1.6810, -23.7920, 20.5760)
O (-0.3110, -24.1760, 20.6450)
C (0.2170, -25.0240, 21.6360)
H (-4.0000, -17.4690, 16.2920)
H (-3.2520, -17.4860, 17.9260)
H (-4.9770, -17.5190, 17.7830)
H (-4.5070, -19.8540, 19.2280)
H (-2.8560, -19.4950, 18.9580)
H (-2.7690, -21.5660, 17.4330)
H (-4.4110, -21.9960, 17.9430)
H (-3.8830, -22.5330, 19.9520)
H (-1.1120, -22.6190, 18.8480)
H (-2.4320, -23.7870, 18.6100)
H (-2.3200, -24.6070, 20.7800)
H (-1.9040, -23.0810, 21.3670)
H (-0.3570, -25.9070, 21.8010)
H (0.2010, -24.3680, 22.5530)
H (1.3220, -25.2890, 21.4440)
C (-5.4390, -29.5380, 13.7250)
O (-4.4710, -29.5620, 14.8350)
C (-4.1420, -28.2210, 15.2960)
C (-5.0740, -27.9270, 16.4870)
N (-4.9700, -26.4950, 16.6780)
C (-5.8190, -25.9940, 17.6900)
C (-5.6740, -24.4470, 17.7310)
O (-6.0500, -23.8540, 16.4720)
C (-7.4110, -23.5160, 16.3720)
H (-5.7220, -30.5900, 13.4650)
H (-5.0290, -28.9290, 12.9370)
H (-6.4550, -29.1380, 13.9720)
H (-4.1960, -27.4530, 14.4540)
H (-3.1430, -28.2820, 15.6420)
H (-4.8300, -28.5220, 17.3700)
H (-6.0680, -28.1690, 16.1500)
H (-5.3230, -26.1000, 15.8200)
H (-5.5020, -26.4080, 18.6860)
H (-6.8660, -26.2380, 17.5390)
H (-4.6990, -24.0860, 17.9910)
H (-6.3070, -24.1070, 18.5260)
H (-8.0700, -24.3570, 16.2290)
H (-7.6160, -22.7710, 15.5920)
H (-7.7460, -22.9930, 17.2880)
O (-2.8910, -26.5600, 18.5650)
C (-1.8930, -27.5460, 18.4740)
C (-0.6890, -27.0580, 19.2110)
O (0.5280, -27.6800, 18.8280)
H (-3.5130, -26.7230, 17.8550)
H (-2.1560, -28.5530, 18.7400)
H (-1.7010, -27.5890, 17.4160)
H (-0.7700, -27.2250, 20.2960)
H (-0.6310, -25.9940, 18.9980)
H (0.7630, -27.1980, 18.0630)
O (1.7660, -23.8840, 18.9410)
C (1.9330, -22.5210, 18.7140)
C (3.4480, -22.2400, 18.6090)
O (3.5130, -20.9310, 18.1780)
H (1.0630, -24.0050, 19.5650)
H (1.4890, -22.3050, 17.7680)
H (1.3890, -21.9080, 19.4250)
H (3.9910, -22.8400, 17.9270)
H (3.9040, -22.4050, 19.5580)
H (3.4520, -20.3290, 18.9340)

These are the Mulliken partial charges, in e, on atoms 1 to 8: C -0.15; O -0.51; C 1.49; C -1.54; N 0.18; C -1.07; C -0.28; O -0.41

No. 3
Molecular formula: C2H3ClN2O2
Method: DFT, wB97M-V/def2-TZVPD

Values from the calculation:
Calculated total energy, eV: -21717.5999
Lowest unoccupied orbital energy, eV: 0.604
Net charge: 0
ΔE to the lowest compared entry with this formula, charge and spin, kJ/mol: 200.80
HOMO level, eV: -8.7899
F_max, eV/Å: 3.97

Cartesian coordinates (Å):
C (0.8493, -1.3081, -1.0713)
C (2.3703, -0.8553, -2.5816)
N (-0.4991, -0.0019, 0.5801)
N (0.4670, -0.1717, -0.4913)
O (0.6586, -2.4546, -0.9441)
O (3.0038, 0.1401, -2.7512)
Cl (2.4308, -2.3895, -3.3098)
H (-0.2672, -0.5889, 1.4353)
H (-1.3281, -0.3600, 0.1264)
H (0.6541, 0.7677, -0.8540)

These are the natural (NBO) partial charges, in e, on atoms 1 to 8: C 0.68; C 0.37; N -0.64; N -0.51; O -0.54; O -0.52; Cl 0.02; H 0.37

No. 4
Molecular formula: C3HFO3Yb
Method: DFT, wB97M-V/def2-TZVPD

Values from the calculation:
Calculated total energy, eV: -43515.7264
Lowest unoccupied orbital energy (spin up / spin down), eV: -1.725 / -1.724
Net charge: 0
HOMO level (spin up / spin down), eV: -8.5190 / -8.5190
F_max, eV/Å: 1.41

Cartesian coordinates (Å):
O (1.9770, 0.1222, -1.4285)
C (1.2718, -0.9798, -1.7187)
C (1.2744, 0.8139, -0.4498)
O (1.6270, -1.8554, -2.4642)
O (0.1693, -0.9925, -0.9635)
C (0.1158, 0.1830, -0.1724)
H (1.6190, 1.8210, -0.2349)
Yb (-1.2491, 0.4277, 1.9215)
F (-3.0409, 1.2365, 1.3139)

These are the natural (NBO) partial charges, in e, on atoms 1 to 8: O -0.47; C 0.94; C -0.06; O -0.61; O -0.50; C -0.35; H 0.21; Yb 1.72

No. 5
Molecular formula: C29H22BrN5O3SSr
Method: DFT, wB97M-V/def2-TZVPD

Values from the calculation:
Calculated total energy, eV: -125743.1841
Lowest unoccupied orbital energy, eV: 3.790
Net charge: -2
ΔE to the lowest compared entry with this formula, charge and spin, kJ/mol: 1.82
HOMO level, eV: -1.3158
F_max, eV/Å: 0.20

Cartesian coordinates (Å):
Sr (-0.3825, -0.1983, -0.1255)
Br (-2.2772, -2.2639, 7.5316)
C (-2.1035, -1.5901, 5.7525)
C (-3.2559, -1.3137, 5.0033)
C (-3.1419, -0.8260, 3.7317)
C (-1.8715, -0.5810, 3.0983)
O (-1.8157, -0.1366, 1.9235)
C (-0.7130, -0.8719, 3.9095)
C (0.6418, -0.6376, 3.4728)
N (1.0250, -0.2194, 2.3239)
C (2.3876, 0.0686, 2.1750)
C (3.1253, 0.7145, 3.1417)
C (4.4975, 0.9781, 2.9646)
C (5.1360, 0.6048, 1.8169)
C (4.4059, -0.0268, 0.7821)
C (4.9970, -0.4075, -0.4465)
C (4.2306, -0.9918, -1.4066)
C (2.8551, -1.1916, -1.1496)
N (2.2755, -0.8476, -0.0324)
C (3.0270, -0.2801, 0.9451)
C (-0.8647, -1.3706, 5.2135)
H (-4.2327, -1.4895, 5.4377)
H (-4.0219, -0.6119, 3.1382)
H (1.3993, -0.8513, 4.2411)
H (2.6273, 1.0527, 4.0416)
H (5.0419, 1.4904, 3.7493)
H (6.1914, 0.8041, 1.6690)
H (6.0531, -0.2163, -0.6046)
H (4.6379, -1.2913, -2.3623)
H (2.2258, -1.6519, -1.9037)
H (0.0256, -1.5782, 5.7973)
C (2.9293, 3.1750, -0.0778)
C (1.8490, 2.3326, -0.7442)
O (0.9423, 1.9083, 0.0362)
C (1.9293, 2.1406, -2.1138)
C (0.9239, 1.5493, -2.9619)
C (1.0494, 1.8211, -4.4446)
N (-0.0682, 0.8571, -2.4981)
N (-1.0078, 0.4890, -3.4628)
C (-2.0863, -0.0186, -2.9190)
O (-2.3506, -0.1972, -1.6882)
C (-3.1465, -0.4198, -3.9170)
C (-2.9739, -0.2691, -5.2923)
C (-3.9790, -0.6355, -6.1736)
C (-5.1758, -1.1601, -5.6964)
C (-5.3526, -1.3166, -4.3289)
C (-4.3441, -0.9491, -3.4474)
H (3.3536, 2.6288, 0.7674)
H (2.4598, 4.0750, 0.3297)
H (3.7294, 3.4670, -0.7603)
H (2.7679, 2.6006, -2.6234)
H (1.9825, 2.3419, -4.6620)
H (0.2078, 2.4257, -4.7881)
H (1.0024, 0.8872, -5.0065)
H (-2.0353, 0.1391, -5.6420)
H (-3.8299, -0.5153, -7.2413)
H (-5.9605, -1.4486, -6.3872)
H (-6.2791, -1.7305, -3.9463)
H (-4.4514, -1.0639, -2.3767)
S (1.1053, -4.7312, -2.5636)
C (0.4689, -3.5768, -1.5618)
N (0.0559, -2.7516, -0.8477)

These are the natural (NBO) partial charges, in e, on atoms 1 to 8: Sr 1.83; Br -0.03; C -0.18; C -0.23; C -0.25; C 0.44; O -0.77; C -0.25